Version w
Formula: C47H45F2IMnN2O2P3S2
Source: the Open Molecules 2025 dataset
Level of theory: ωB97M-V/def2-TZVPD

Geometry (Å):
Mn (-1.8171, -2.3117, -0.7265)
F (-4.5294, -1.8994, 4.1130)
C (-3.3973, -2.2511, 3.4429)
C (-3.3371, -2.0977, 2.0753)
C (-2.1897, -2.4725, 1.3781)
C (-1.1012, -2.9943, 2.1154)
C (-1.2116, -3.0965, 3.4966)
F (-0.1633, -3.5322, 4.2638)
C (-2.3472, -2.7436, 4.1922)
C (0.0838, -3.4100, 1.3363)
C (1.1935, -4.0999, 1.8347)
C (2.1979, -4.4865, 0.9654)
C (2.1000, -4.1758, -0.3806)
C (0.9836, -3.4777, -0.8032)
N (0.0140, -3.1126, 0.0299)
H (-4.1937, -1.6862, 1.5528)
H (-2.3953, -2.8234, 5.2683)
H (1.2501, -4.3500, 2.8805)
H (3.0539, -5.0344, 1.3433)
H (2.8636, -4.4578, -1.0928)
H (0.8294, -3.1668, -1.8313)
C (-7.5793, -0.0340, -3.7069)
C (-6.5719, -0.3930, -2.6318)
O (-5.4259, 0.4369, -2.7753)
P (-3.8819, -0.1816, -2.8139)
S (-0.7783, -1.0695, -2.2437)
S (-3.9449, -1.3994, -1.0928)
O (-4.2147, -1.2420, -4.0481)
C (-3.3593, -2.3474, -4.3393)
C (-4.0683, -3.2320, -5.3415)
H (-8.4888, -0.6310, -3.5965)
H (-7.1504, -0.2255, -4.6913)
H (-7.8471, 1.0232, -3.6468)
H (-6.2920, -1.4444, -2.7080)
H (-6.9916, -0.2325, -1.6338)
H (-3.1493, -2.9098, -3.4288)
H (-2.4031, -1.9841, -4.7240)
H (-5.0086, -3.5930, -4.9208)
H (-3.4463, -4.0991, -5.5725)
H (-4.2817, -2.6892, -6.2662)
C (1.3221, 1.5052, 1.6802)
N (1.8376, 2.0915, 0.4560)
C (1.6820, 1.3931, -0.8111)
P (2.2636, -0.3963, -0.7344)
C (2.8986, -0.5397, -2.4533)
C (4.1144, -1.1685, -2.7204)
C (4.5514, -1.3520, -4.0255)
C (3.7774, -0.9055, -5.0869)
C (2.5616, -0.2856, -4.8326)
C (2.1185, -0.1105, -3.5294)
C (3.8795, -0.0253, 0.1140)
C (4.1901, -0.8021, 1.2275)
C (5.3390, -0.5619, 1.9748)
C (6.1929, 0.4688, 1.6156)
C (5.8995, 1.2505, 0.5029)
C (4.7582, 0.9990, -0.2409)
C (2.5017, 3.2928, 0.5153)
C (3.0821, 3.7416, 1.7158)
C (3.7528, 4.9513, 1.7763)
C (3.8829, 5.7606, 0.6560)
C (3.3131, 5.3271, -0.5347)
C (2.6321, 4.1252, -0.6118)
P (-0.3226, 0.6175, 1.4824)
C (-0.6293, 0.5889, 3.2984)
C (0.2347, -0.1670, 4.0937)
C (0.0809, -0.2151, 5.4703)
C (-0.9639, 0.4673, 6.0776)
C (-1.8522, 1.1909, 5.2943)
C (-1.6850, 1.2554, 3.9174)
C (-1.3535, 2.0380, 0.9541)
C (-2.4805, 1.7245, 0.1976)
C (-3.3327, 2.7295, -0.2465)
C (-3.0496, 4.0558, 0.0397)
C (-1.9144, 4.3802, 0.7753)
C (-1.0746, 3.3770, 1.2335)
H (1.1761, 2.3034, 2.4093)
H (2.0276, 0.7947, 2.1312)
H (2.3144, 1.8827, -1.5483)
H (0.6503, 1.4030, -1.1835)
H (4.7305, -1.5175, -1.8992)
H (5.4978, -1.8472, -4.2102)
H (4.1134, -1.0516, -6.1068)
H (1.9349, 0.0421, -5.6530)
H (1.1388, 0.3133, -3.3481)
H (3.5150, -1.6047, 1.5094)
H (5.5587, -1.1771, 2.8395)
H (7.0842, 0.6676, 2.1991)
H (6.5589, 2.0631, 0.2212)
H (4.5429, 1.6143, -1.1078)
H (3.0400, 3.1183, 2.5983)
H (4.1950, 5.2549, 2.7185)
H (4.4110, 6.7039, 0.7088)
H (3.3818, 5.9435, -1.4238)
H (2.1647, 3.8454, -1.5455)
H (1.0306, -0.7419, 3.6298)
H (0.7622, -0.8128, 6.0643)
H (-1.0984, 0.4167, 7.1514)
H (-2.6859, 1.7076, 5.7549)
H (-2.3812, 1.8298, 3.3190)
H (-2.6803, 0.6936, -0.0698)
H (-4.2012, 2.4623, -0.8360)
H (-3.7055, 4.8411, -0.3187)
H (-1.6791, 5.4166, 0.9898)
H (-0.1971, 3.6553, 1.8065)
I (-2.4124, -5.0947, -1.3139)

The expectation value of S² is 6.171. Its spin multiplicity is 5. Its total charge is -2.

***

Version x
Formula: C47H45F2IMnN2O2P3S2
Source: the Open Molecules 2025 dataset
Level of theory: ωB97M-V/def2-TZVPD

Geometry (Å):
Mn (0.1590, 0.3510, -0.1853)
F (2.9407, 3.5773, 3.0746)
C (2.9938, 2.5561, 2.1658)
C (1.8342, 1.9496, 1.7684)
C (1.8451, 0.8983, 0.8408)
C (3.1188, 0.4561, 0.3771)
C (4.2527, 1.1620, 0.7833)
F (5.4927, 0.8597, 0.2871)
C (4.2371, 2.2104, 1.6745)
C (3.2370, -0.7197, -0.5400)
C (4.3740, -1.4137, -0.7895)
C (4.4232, -2.3310, -1.9216)
C (3.2970, -2.7934, -2.4623)
C (2.0315, -2.4720, -1.7187)
N (2.0462, -1.1097, -1.1883)
H (0.8959, 2.3127, 2.1686)
H (5.1419, 2.7331, 1.9471)
H (5.2758, -1.1810, -0.2499)
H (5.3907, -2.5601, -2.3592)
H (3.2697, -3.3970, -3.3611)
H (1.1715, -2.5413, -2.3821)
C (-0.3344, 6.2272, 0.5893)
C (1.0465, 5.6224, 0.4341)
O (1.2960, 5.2952, -0.9237)
P (1.3941, 3.6583, -1.3389)
S (-0.3886, 2.8708, -0.6852)
S (1.4401, 0.1074, -2.3404)
O (1.0652, 3.9184, -2.9564)
C (2.1978, 4.1001, -3.7928)
C (2.3488, 2.9145, -4.7263)
H (-0.5224, 6.4887, 1.6366)
H (-1.0817, 5.5009, 0.2692)
H (-0.4303, 7.1281, -0.0232)
H (1.1364, 4.7373, 1.0725)
H (1.8129, 6.3379, 0.7520)
H (3.1062, 4.2251, -3.1908)
H (2.0502, 5.0266, -4.3584)
H (2.4438, 1.9952, -4.1451)
H (3.2355, 3.0270, -5.3605)
H (1.4669, 2.8196, -5.3647)
C (-1.8440, -1.6002, -2.3547)
N (-2.5579, -2.3968, -1.3687)
C (-2.3014, -2.1877, 0.0523)
P (-0.4865, -2.0083, 0.5440)
C (0.2756, -3.5158, -0.2199)
C (-0.4588, -4.6146, -0.5606)
C (0.1363, -5.7923, -1.0615)
C (1.5514, -5.8889, -1.1191)
C (2.3265, -4.8247, -0.8011)
C (1.7559, -3.4746, -0.5135)
C (-0.6329, -2.6989, 2.2651)
C (0.4744, -3.3450, 2.8129)
C (0.4341, -3.8912, 4.0886)
C (-0.7282, -3.8066, 4.8424)
C (-1.8366, -3.1612, 4.3108)
C (-1.7863, -2.6043, 3.0377)
C (-3.3484, -3.4407, -1.7926)
C (-3.2352, -3.9677, -3.0949)
C (-4.0294, -5.0266, -3.5095)
C (-4.9610, -5.6117, -2.6615)
C (-5.0876, -5.0922, -1.3783)
C (-4.3121, -4.0280, -0.9484)
P (-1.5961, 0.1876, -1.8374)
C (-1.4104, 0.9274, -3.5298)
C (-1.8076, 2.2446, -3.7515)
C (-1.7552, 2.7975, -5.0225)
C (-1.3024, 2.0460, -6.0988)
C (-0.8743, 0.7432, -5.8869)
C (-0.9241, 0.1930, -4.6099)
C (-3.4049, 0.6207, -1.6396)
C (-4.3505, 0.2279, -2.5913)
C (-5.7013, 0.4819, -2.4136)
C (-6.1349, 1.1542, -1.2733)
C (-5.2037, 1.5928, -0.3462)
C (-3.8451, 1.3360, -0.5323)
H (-2.4051, -1.6116, -3.2849)
H (-0.8488, -2.0110, -2.5631)
H (-2.7173, -3.0219, 0.6098)
H (-2.7707, -1.2707, 0.4204)
H (-1.5311, -4.6127, -0.4099)
H (-0.4827, -6.6383, -1.3298)
H (2.0124, -6.8341, -1.3836)
H (3.4042, -4.9167, -0.8015)
H (2.3017, -3.0157, 0.3180)
H (1.3894, -3.4262, 2.2396)
H (1.3134, -4.3810, 4.4893)
H (-0.7662, -4.2310, 5.8388)
H (-2.7453, -3.0690, 4.8939)
H (-2.6432, -2.0560, 2.6687)
H (-2.4952, -3.5700, -3.7735)
H (-3.9005, -5.4077, -4.5164)
H (-5.5674, -6.4464, -2.9885)
H (-5.8173, -5.5117, -0.6946)
H (-4.4739, -3.6288, 0.0424)
H (-2.1339, 2.8480, -2.9143)
H (-2.0603, 3.8269, -5.1647)
H (-1.2720, 2.4764, -7.0931)
H (-0.4835, 0.1544, -6.7081)
H (-0.5492, -0.8101, -4.4562)
H (-4.0284, -0.2722, -3.4985)
H (-6.4151, 0.1564, -3.1615)
H (-7.1926, 1.3348, -1.1176)
H (-5.5223, 2.1316, 0.5384)
H (-3.1254, 1.6985, 0.1896)
I (-1.5178, 0.7968, 2.2252)

The expectation value of S² is 6.112. Its spin multiplicity is 5. Its total charge is -2.

***

Name the most stable of them. version w.

***

Version w
Formula: C4H10N2O
Source: the Open Molecules 2025 dataset
Level of theory: ωB97M-V/def2-TZVPD

Geometry (Å):
O (-2.3553, 1.6990, 2.5706)
C (-1.2742, 1.2508, 2.3684)
N (-0.8903, 0.7352, 1.1054)
C (0.2821, -0.0405, 0.8784)
C (0.1014, -1.1270, -0.2062)
C (0.0800, -0.6101, -1.6351)
N (1.4637, -0.0749, -1.9091)
H (-0.4871, 1.2437, 3.1341)
H (-1.2678, 1.2019, 0.2888)
H (1.0418, 0.6646, 0.4803)
H (0.5104, -0.5630, 1.8011)
H (-0.6404, -1.9084, 0.0017)
H (0.9734, -1.7748, -0.0508)
H (-0.5798, 0.2401, -1.7677)
H (-0.1220, -1.4597, -2.2801)
H (1.3656, 0.9185, -1.9802)
H (1.7988, -0.3954, -2.7995)

The expectation value of S² is 0.764. Its spin multiplicity is 2. Its total charge is +1.

***

Version x
Formula: C4H10N2O
Source: the Open Molecules 2025 dataset
Level of theory: ωB97M-V/def2-TZVPD

Geometry (Å):
C (0.7812, 1.6514, -1.0828)
O (-0.0314, 2.7238, -0.6295)
C (2.0218, 1.6053, -0.2668)
C (2.2463, 0.6738, 0.7317)
H (1.0353, 1.8298, -2.1371)
H (0.2340, 0.7084, -0.9868)
H (-0.7746, 2.7811, -1.2405)
H (2.8195, 2.3169, -0.4788)
H (3.0159, 0.7946, 1.4898)
H (1.6191, -0.2063, 0.8598)
N (-2.1346, -1.5257, -0.3499)
C (-1.8304, -2.4808, 0.6026)
N (-2.1928, -2.4001, 1.8092)
H (-1.4053, -1.4043, -1.0288)
H (-2.4454, -0.6624, 0.0900)
H (-1.1695, -3.2758, 0.2372)
H (-1.7892, -3.1297, 2.3808)

The expectation value of S² is 0.753. Its spin multiplicity is 2. Its total charge is +1.

***

Name the most stable of them. version w.

***

Version w
Formula: C4H14O3
Source: the Open Molecules 2025 dataset
Level of theory: ωB97M-V/def2-TZVPD

Geometry (Å):
C (0.1028, -1.0832, 0.8581)
C (1.2297, -1.8457, 1.5358)
C (2.2330, -2.3651, 0.7957)
C (0.9462, -2.0937, 2.9946)
H (0.3115, -0.0435, 0.6763)
H (-0.8679, -0.9126, 1.4637)
H (-0.1411, -1.5787, -0.1071)
H (2.9458, -3.2383, 0.9394)
H (2.1107, -1.9396, -0.2873)
H (-0.1180, -1.9667, 3.4082)
H (1.5094, -1.4981, 3.7758)
H (1.1329, -3.2009, 3.0766)
H (-3.7839, 3.1905, -4.4469)
H (-4.4124, 4.2862, -3.3647)
O (-4.4794, 3.8041, -4.2012)
H (-1.7454, 0.1715, -3.0435)
H (-1.8032, 1.4209, -3.9881)
O (-2.1012, 1.0882, -3.0478)
H (2.1734, 2.7676, 0.1891)
H (2.5821, 2.1804, 1.6149)
O (2.1749, 2.8565, 1.1585)

As for the SMILES: C=C(C)C.O.O.O. Its total charge is 0.

***

Version x
Formula: C4H14O3
Source: the Open Molecules 2025 dataset
Level of theory: ωB97M-V/def2-TZVPD

Geometry (Å):
C (0.5001, -1.2542, 0.7191)
C (1.5853, -1.7977, 0.1649)
C (1.8082, -1.6352, -1.3180)
C (0.1880, -1.0072, 2.1947)
H (-0.3143, -0.9547, 0.0493)
H (2.4820, -2.1237, 0.6947)
H (1.1163, -2.2352, -1.9281)
H (1.8069, -0.5895, -1.7052)
H (2.8822, -1.8746, -1.5334)
H (-0.8359, -0.6692, 2.3828)
H (0.9362, -0.2364, 2.6008)
H (0.4892, -1.9424, 2.6936)
H (-0.9869, 2.7601, 0.3128)
H (-1.7568, 2.8684, -0.9489)
O (-1.8764, 2.5911, -0.0317)
H (1.7920, 2.6284, -0.7209)
H (1.4811, 1.2695, -0.0311)
O (1.0918, 2.1008, -0.3258)
H (-2.9391, -0.0441, -1.8285)
H (-2.5406, 0.4842, -0.4177)
O (-2.7122, -0.3118, -0.9355)

As for the SMILES: C/C=C/C.O.O.O. Its total charge is 0.

***

Version y
Formula: C4H14O3
Source: the Open Molecules 2025 dataset
Level of theory: ωB97M-V/def2-TZVPD

Geometry (Å):
C (-2.9469, 0.0802, -0.3290)
C (-1.6511, 0.6261, -0.7938)
C (-1.4204, 1.9527, -0.5032)
C (-0.7660, -0.2622, -1.5828)
H (-3.3375, -0.3486, -1.3501)
H (-3.5053, 0.8755, 0.0578)
H (-2.9307, -0.6727, 0.5265)
H (-0.6865, 2.4985, -1.0266)
H (-2.0860, 2.6152, 0.0772)
H (-1.2513, -0.3443, -2.5747)
H (-0.8162, -1.2725, -1.0750)
H (0.2876, 0.0726, -1.7683)
H (0.4009, -0.0699, 2.2710)
H (-0.4851, 0.5297, 1.2053)
O (-0.2893, -0.3126, 1.6098)
H (3.2653, 0.7191, 2.2337)
H (3.1963, -0.1846, 1.0265)
O (2.5894, 0.4235, 1.5369)
H (2.4526, -1.2797, -0.7591)
H (2.7133, -2.7064, -0.8002)
O (3.1359, -1.9625, -0.4956)

As for the SMILES: C=C(C)C.O.O.O. Its total charge is 0.

***

Name the most stable of them. version x.

***

Version w
Formula: C4H14O3
Source: the Open Molecules 2025 dataset
Level of theory: ωB97M-V/def2-TZVPD

Geometry (Å):
C (-2.3850, 0.5255, 0.0794)
C (-1.1591, -0.3230, 0.4752)
C (-0.5541, -0.9831, -0.7673)
C (0.6983, -1.8315, -0.3772)
O (0.0010, 0.0006, -1.6405)
H (-3.2283, -0.0617, -0.2983)
H (-2.2257, 1.1702, -0.7939)
H (-2.8345, 1.0165, 0.9621)
H (-0.4423, 0.3085, 0.9771)
H (-1.3835, -1.1377, 1.1534)
H (-1.2127, -1.7430, -1.2221)
H (1.0914, -2.4658, -1.1744)
H (1.5071, -1.1455, -0.1308)
H (0.5139, -2.6053, 0.4227)
H (0.0853, -0.3986, -2.5110)
H (0.9739, 1.6058, -0.7727)
H (2.1409, 2.4943, -1.1398)
O (1.5304, 2.3120, -0.4247)
H (1.6027, 0.6179, 1.8726)
H (1.9117, -0.4378, 2.9460)
O (1.1885, -0.0179, 2.4678)

As for the SMILES: CC[C@H](C)O.O.O. Its total charge is 0.

***

Version x
Formula: C4H14O3
Source: the Open Molecules 2025 dataset
Level of theory: ωB97M-V/def2-TZVPD

Geometry (Å):
C (0.2449, -0.9846, 1.0472)
C (1.5150, -1.7659, 1.4132)
C (2.4995, -1.8045, 0.5150)
C (1.4379, -2.2979, 2.8195)
H (0.5170, -0.0828, 0.5370)
H (-0.5165, -0.9489, 1.8022)
H (-0.1609, -1.6989, 0.3111)
H (3.4969, -2.0871, 0.7455)
H (2.3515, -1.5769, -0.5267)
H (1.7177, -1.6032, 3.5939)
H (2.1060, -3.1755, 2.8222)
H (0.4455, -2.6867, 3.0350)
H (-4.9473, 4.0039, -3.4651)
H (-5.4351, 2.5226, -3.1844)
O (-4.6873, 3.0819, -3.4117)
H (-2.1725, 1.0626, -2.3922)
H (-2.3766, 0.4653, -3.7430)
O (-1.8103, 1.0968, -3.2858)
H (1.5519, 2.7197, -0.2433)
H (1.9591, 2.7783, 1.2493)
O (2.2635, 2.9819, 0.3610)

As for the SMILES: C=C(C)C.O.O.O. Its total charge is 0.

***

Version y
Formula: C4H14O3
Source: the Open Molecules 2025 dataset
Level of theory: ωB97M-V/def2-TZVPD

Geometry (Å):
C (-0.1086, -0.4353, 2.8260)
C (0.5519, 0.4849, 1.8060)
C (1.6727, -0.1809, 1.0560)
C (2.5477, 0.4167, 0.2564)
H (-0.6685, -1.2308, 2.3259)
H (0.6481, -0.8964, 3.4537)
H (-0.8056, 0.0916, 3.4684)
H (0.9416, 1.3574, 2.3422)
H (-0.1736, 0.8656, 1.0897)
H (1.8208, -1.2395, 1.2456)
H (3.3012, -0.2082, -0.1975)
H (2.5250, 1.4712, 0.0151)
H (0.7020, 0.4826, -3.1267)
H (0.8842, -1.0177, -3.2218)
O (0.2007, -0.3268, -3.2842)
H (-1.4193, -1.3690, -2.2633)
H (-2.9380, -1.4392, -2.4753)
O (-2.1360, -1.9717, -2.4984)
H (-2.4872, 2.1753, -0.2909)
H (-2.4982, 1.0039, -1.3014)
O (-2.5608, 1.9661, -1.2258)

As for the SMILES: C=CCC.O.O.O. Its total charge is 0.

***

Name the most stable of them. version w.